(one)
Entry from OMol25: 2 unconnected molecules or ions with the total composition CH6NO (ωB97M-V/def2-TZVPD).

Each line ends with the natural charge from an NBO analysis.
Geometry (Å):
N: -0.00081 0.21383 -1.68938  -0.853
H: -0.88778 0.10256 -2.18549  0.452
H: 0.32402 -0.69523 -1.36452  0.470
H: 0.67159 0.65901 -2.31864  0.450
H: -0.16272 0.88073 -0.93055  0.475
O: -0.07174 -0.21312 0.92979  -0.612
C: 0.09281 -0.32487 2.12202  0.338
H: 0.67331 0.33392 2.78269  0.147
H: -0.63867 -0.95682 2.65408  0.134

Calculated values
Orbital gap   10.64 eV
E_LUMO   -3.98 eV
Net charge   +1
HOMO level   -14.6 eV

(two)
Entry from OMol25: 2 unconnected molecules or ions with the total composition CH6NO (ωB97M-V/def2-TZVPD).

Each line ends with the natural charge from an NBO analysis.
Geometry (Å):
C: 1.25166 -0.40456 -1.00180  0.160
N: 0.79905 -0.71586 0.14211  -0.567
H: 1.19829 0.63604 -1.30428  0.235
H: 1.54471 -1.16871 -1.70973  0.237
H: 0.94900 -1.63510 0.55561  0.448
H: 0.30476 0.01238 0.66939  0.474
H: -2.15466 0.76334 1.42090  0.496
H: -2.23335 1.24783 -0.00851  0.498
O: -1.59774 0.95030 0.65524  -0.982

Calculated values
Orbital gap   10.53 eV
E_LUMO   -5.62 eV
Net charge   +1
HOMO level   -16.2 eV

Which is the most stable structure? (two) is the most stable.

(one)
Entry from OMol25: a molecular structure, CH5FN2 (ωB97M-V/def2-TZVPD).

Each line ends with the natural charge from an NBO analysis.
Geometry (Å):
C: -0.68523 -0.28688 0.01524  -0.447
N: 0.34453 0.89825 -0.06949  -0.361
N: 1.58161 0.81565 0.18589  -0.081
F: 2.54404 0.25702 -0.98196  -0.466
H: -0.31326 -1.30472 -0.12327  0.214
H: -1.12186 -0.22920 0.95549  0.201
H: -1.34340 -0.04170 -0.82212  0.207
H: 0.12778 1.58783 -0.77927  0.381
H: 1.88696 0.10195 0.75584  0.352

Calculated values
Orbital gap   10.15 eV
E_LUMO   0.91 eV
Net charge   0
HOMO level   -9.2 eV

(two)
Entry from OMol25: a molecular structure, CH5FN2 (ωB97M-V/def2-TZVPD).

Each line ends with the natural charge from an NBO analysis.
Geometry (Å):
C: -1.77309 0.43367 0.04599  -0.493
N: 0.76811 -1.00699 0.35700  -0.311
N: 1.62704 -0.55239 -0.39439  0.015
F: 2.43894 0.80127 0.16998  -0.478
H: -2.46091 -0.29396 -0.39915  0.172
H: -1.86708 0.89408 0.95793  0.164
H: -1.19826 1.00980 -0.80050  0.159
H: 0.96981 -1.22658 1.30041  0.375
H: 1.49544 -0.05890 -1.23728  0.396

Calculated values
Orbital gap (spin up / spin down)   8.22 / 9.57 eV
E_LUMO (spin up / spin down)   -0.74 / 0.15 eV
Net charge   0
HOMO level (spin up / spin down)   -9.0 / -9.4 eV

Which is the most stable structure? (one) is the most stable.

(one)
Entry from OMol25: 12 unconnected molecules or ions with the total composition C11H44F2N23O15S2 (ωB97M-V/def2-TZVPD).

Each line ends with the Löwdin charge.
Geometry (Å):
N: -27.48111 -4.20797 -8.57812  -0.274
S: -28.40923 -3.18650 -7.86949  0.479
O: -29.57152 -3.80586 -7.20812  -0.300
O: -28.29313 -1.81057 -8.25292  -0.250
F: -27.57247 -3.03985 -6.52310  -0.199
S: -28.22893 -3.84269 -10.05215  0.630
O: -27.72978 -2.71353 -10.79840  -0.267
O: -29.60014 -4.29450 -10.29081  -0.249
F: -27.42687 -5.03645 -10.78959  -0.215
C: -24.00732 -2.17732 -13.17849  -0.794
O: -23.32774 -2.94466 -13.89386  -0.033
N: -24.24513 -0.98794 -13.51663  0.182
N: -24.89034 -2.70853 -12.41211  0.172
H: -24.73500 -0.25696 -13.02084  0.074
H: -23.92626 -0.79236 -14.45479  0.124
H: -25.50705 -2.22776 -11.77288  0.084
H: -24.90193 -3.69224 -12.64077  0.112
C: -28.95969 -7.86643 -8.85457  -0.765
O: -29.74780 -8.77531 -8.76314  0.039
N: -28.56109 -7.10398 -7.89850  0.182
N: -28.43204 -7.37014 -9.98987  0.161
H: -27.96640 -6.33292 -8.16665  0.063
H: -28.96135 -7.25403 -6.98340  0.106
H: -27.73075 -6.64331 -9.99323  0.049
H: -28.79162 -7.69782 -10.87498  0.104
C: -26.72222 0.85382 -11.24565  -0.815
O: -25.50474 0.76656 -11.48099  0.018
N: -27.30365 1.82310 -10.76532  0.182
N: -27.53115 -0.12493 -11.17453  0.176
H: -28.29041 2.03202 -10.71279  0.134
H: -26.79360 2.68099 -10.92015  0.136
H: -27.10260 -1.03772 -11.11733  0.060
H: -28.50832 0.00917 -10.95715  0.128
C: -33.30086 -4.87326 -9.72478  -0.842
O: -33.65622 -3.80169 -10.14006  0.033
N: -32.12233 -5.41214 -9.60469  0.211
N: -34.20842 -5.73409 -9.66268  0.171
H: -31.32318 -4.84823 -9.85660  0.069
H: -32.16985 -6.34567 -9.22214  0.103
H: -34.02547 -6.55483 -9.10321  0.121
H: -35.06989 -5.29137 -9.94896  0.138
C: -24.91333 -5.92623 -7.21804  -0.827
O: -24.06239 -6.56243 -6.62452  0.037
N: -24.89108 -5.62060 -8.46188  0.178
N: -25.72909 -5.13881 -6.66253  0.166
H: -24.07233 -6.00187 -8.91397  0.134
H: -25.72904 -5.19686 -8.83385  0.062
H: -25.97215 -5.09091 -5.68338  0.114
H: -26.41385 -4.79813 -7.32217  0.019
C: -26.43497 -2.23829 -2.79711  -0.764
O: -26.55265 -2.78853 -1.70194  0.006
N: -26.87153 -0.98634 -2.85947  0.146
N: -25.92508 -2.73634 -3.88823  0.188
H: -27.12083 -0.53761 -1.98964  0.123
H: -26.72259 -0.32294 -3.60634  0.102
H: -25.78717 -2.05478 -4.62072  0.117
H: -25.65415 -3.70770 -3.94464  0.115
C: -27.24054 -7.56211 -14.11692  -0.905
O: -28.31183 -7.41258 -13.61257  0.066
N: -26.97664 -8.32232 -15.12689  0.165
N: -26.26307 -6.92852 -13.77219  0.197
H: -26.08197 -8.56535 -15.52766  0.115
H: -27.70087 -9.02130 -15.21072  0.121
H: -26.23946 -6.49225 -12.86158  0.128
H: -25.43384 -7.43398 -14.04966  0.127
C: -33.70493 -1.70033 -6.95230  -0.772
O: -33.92852 -1.21586 -5.84178  -0.003
N: -32.78070 -2.59639 -7.15737  0.174
N: -34.20620 -1.35335 -8.10050  0.174
H: -32.25944 -2.82613 -6.32334  0.103
H: -32.66628 -3.04367 -8.05567  0.080
H: -35.01496 -0.75195 -8.16606  0.121
H: -33.77304 -1.73768 -8.92801  0.090
C: -29.69684 -0.21628 -4.83959  -0.741
O: -28.92212 0.74236 -4.93177  -0.034
N: -30.96173 0.08945 -4.97805  0.189
N: -29.40000 -1.43033 -4.51842  0.214
H: -31.54686 -0.73288 -5.01664  0.086
H: -31.12161 1.08571 -5.02281  0.132
H: -28.46116 -1.74125 -4.31346  0.083
H: -30.15300 -2.09993 -4.58710  0.116
C: -26.44936 1.61406 -7.35452  -0.709
O: -25.49839 2.02081 -8.07648  -0.028
N: -26.84454 2.26780 -6.27771  0.143
N: -27.21375 0.55447 -7.56176  0.174
H: -27.73294 2.07044 -5.83965  0.057
H: -26.55611 3.22389 -6.12672  0.111
H: -27.93492 0.58530 -6.85532  0.065
H: -27.35439 -0.09197 -8.32494  0.068
C: -31.07973 -6.74544 -5.46102  -0.814
O: -31.44131 -7.72624 -4.79313  0.002
N: -30.11815 -6.00391 -5.04743  0.173
N: -31.34096 -6.56814 -6.68420  0.184
H: -29.83419 -5.96482 -4.07895  0.130
H: -29.78011 -5.26896 -5.65214  0.064
H: -31.96756 -7.16762 -7.20199  0.124
H: -30.90383 -5.73796 -7.05811  0.076

Calculated values
Orbital gap   7.63 eV
E_LUMO   0.29 eV
Net charge   -1
HOMO level   -7.3 eV

(two)
Entry from OMol25: 12 unconnected molecules or ions with the total composition C11H44F2N23O15S2 (ωB97M-V/def2-TZVPD).

Each line ends with the Löwdin charge.
Geometry (Å):
N: 2.34338 -7.43219 -17.01977  -0.254
S: 2.31643 -5.98132 -16.52787  0.451
O: 3.31803 -5.11681 -17.08341  -0.293
O: 1.78737 -5.74870 -15.20232  -0.325
F: 1.00100 -5.52708 -17.30952  -0.173
S: 3.72005 -8.04546 -16.29637  0.549
O: 4.27234 -7.43215 -15.12155  -0.289
O: 4.61864 -8.59462 -17.25800  -0.260
F: 3.10988 -9.34843 -15.64091  -0.169
C: -2.50979 -6.32581 -18.02695  -0.689
O: -1.47000 -6.66627 -18.53383  0.056
N: -3.67815 -7.04723 -18.16218  0.137
N: -2.71335 -5.20718 -17.26221  0.162
H: -4.41340 -6.84291 -17.51410  0.079
H: -3.68193 -7.81977 -18.79826  0.095
H: -3.49478 -4.95297 -16.69048  0.084
H: -1.98132 -4.50652 -17.30017  0.060
C: -0.65912 -2.19233 -18.24549  -0.660
O: -0.43209 -3.02466 -17.38031  0.008
N: -1.17881 -2.57307 -19.44128  0.175
N: -0.53729 -0.82996 -18.07228  0.160
H: -1.55873 -1.96082 -20.13966  0.099
H: -1.48178 -3.53169 -19.50952  0.104
H: -0.50158 -0.29347 -18.92351  0.092
H: 0.09803 -0.55942 -17.33901  0.086
C: -1.79747 -5.21391 -14.16883  -0.653
O: -1.98949 -6.37312 -14.46666  0.024
N: -2.75829 -4.27746 -13.81889  0.136
N: -0.54977 -4.64494 -14.16728  0.180
H: -3.71846 -4.56416 -13.76206  0.089
H: -2.43337 -3.60727 -13.14481  0.086
H: 0.21443 -5.25083 -14.46421  0.048
H: -0.35769 -3.74130 -13.78026  0.095
C: 2.56019 -1.27007 -15.25258  -0.666
O: 2.72147 -1.06738 -14.05226  0.002
N: 3.22218 -0.52528 -16.18753  0.147
N: 1.98118 -2.38391 -15.75943  0.194
H: 3.21556 -0.75255 -17.16916  0.044
H: 3.85840 0.19478 -15.90122  0.102
H: 1.68485 -3.17329 -15.21311  0.085
H: 1.65044 -2.27044 -16.70250  0.057
C: 4.11887 -4.55738 -12.00653  -0.666
O: 4.13465 -5.12802 -10.92714  0.008
N: 4.11944 -3.21002 -12.16031  0.159
N: 4.24980 -5.22031 -13.20176  0.169
H: 3.98798 -2.64390 -11.34235  0.102
H: 4.07045 -2.70111 -13.02537  0.066
H: 4.28076 -4.60411 -13.99401  0.088
H: 4.18463 -6.20746 -13.34344  0.055
C: 1.30087 -7.94527 -11.58689  -0.679
O: 0.24392 -8.45788 -11.26170  0.008
N: 2.28446 -7.68888 -10.67658  0.150
N: 1.61399 -7.52373 -12.84578  0.181
H: 2.08564 -7.86875 -9.70971  0.092
H: 3.11293 -7.13277 -10.80995  0.057
H: 2.41008 -6.96569 -13.06485  0.041
H: 1.03322 -7.81054 -13.61604  0.081
C: 2.31699 -12.28411 -13.83811  -0.690
O: 3.16446 -11.57937 -13.31943  0.017
N: 2.09723 -13.56969 -13.41393  0.129
N: 1.43920 -11.87355 -14.78937  0.171
H: 1.28773 -14.11442 -13.63541  0.082
H: 2.82842 -13.98100 -12.86522  0.089
H: 0.85634 -12.49716 -15.31100  0.092
H: 1.45770 -10.89479 -15.02068  0.070
C: 4.26904 -5.78136 -20.82314  -0.697
O: 3.11063 -6.13191 -20.79994  0.051
N: 5.00337 -5.45564 -19.73365  0.162
N: 5.02253 -5.77510 -21.96859  0.132
H: 5.88694 -4.98493 -19.79824  0.089
H: 4.54828 -5.37454 -18.83732  0.060
H: 4.64198 -6.14075 -22.81957  0.093
H: 5.93963 -5.37397 -22.01319  0.079
C: 3.31738 -1.21176 -20.19520  -0.673
O: 2.30658 -1.23284 -20.85946  0.042
N: 3.52405 -1.93277 -19.04695  0.152
N: 4.41158 -0.43058 -20.48534  0.144
H: 2.88678 -2.64177 -18.71848  0.102
H: 4.12201 -1.55134 -18.34036  0.067
H: 4.34866 0.21452 -21.24802  0.099
H: 5.15605 -0.44589 -19.81532  0.086
C: 7.97332 -11.22447 -15.48639  -0.686
O: 8.63294 -11.51240 -16.47186  0.016
N: 8.40904 -11.42329 -14.19027  0.121
N: 6.76002 -10.62613 -15.61019  0.174
H: 8.52549 -12.40384 -13.98595  0.092
H: 7.90618 -10.92065 -13.47632  0.082
H: 6.41949 -10.35442 -16.51593  0.093
H: 6.20048 -10.44283 -14.79629  0.097
C: -0.82763 -9.34322 -16.21360  -0.666
O: -0.33318 -10.32425 -16.77223  -0.015
N: -0.20368 -8.15868 -16.09359  0.180
N: -2.15582 -9.31045 -15.86117  0.155
H: 0.68632 -7.90949 -16.51845  0.033
H: -0.78803 -7.42359 -15.72411  0.051
H: -2.53739 -8.47833 -15.44972  0.064
H: -2.66297 -10.15653 -16.02677  0.090

Calculated values
Orbital gap   8.25 eV
E_LUMO   1.65 eV
Net charge   -1
HOMO level   -6.6 eV

Which is the most stable structure? (two) is the most stable.